48
Properties=species:S:1:pos:R:3:mulliken_spin:R:1 method="wB97M-V/def2-TZVPD" e_homo_ev="-13.8 / -14.3" gap_ev="7.30 / 3.64" multiplicity=4 total_charge=+2 e_tot_ev=-37722.4894 fmax_ev_per_a=4.9 relative_energy_kcal_mol=0.0 lumo_ha="-0.2376 / -0.3900"
C -0.0064 -0.3829 -4.0748 0.009
C 1.3819 0.1811 -4.3782 0.000
C -0.2330 -1.7442 -4.7534 0.000
C -1.1100 0.6208 -4.4108 0.000
Cl -0.0473 -0.5640 -2.3186 0.005
H -0.2162 -1.7116 -5.8535 0.000
H -1.2076 -2.1270 -4.4287 0.000
H 0.5526 -2.4281 -4.4112 0.000
H 1.5552 0.3842 -5.4338 0.001
H 2.1376 -0.5369 -4.0365 0.000
H 1.5137 1.1195 -3.8219 0.000
H -1.1793 0.8642 -5.4709 0.001
H -0.9221 1.5491 -3.8552 0.000
H -2.0710 0.2061 -4.0854 0.000
C 1.0338 -1.8698 2.7460 -0.052
C 0.5955 -3.0985 2.0924 0.012
C 1.0888 -3.0857 0.7361 0.010
H 0.1796 -3.9609 2.5942 -0.002
C 1.8791 -1.8885 0.5632 0.106
C 1.8683 -1.1627 1.7995 0.117
H 2.5282 -0.3580 2.0665 0.001
H 0.8592 -1.5994 3.7805 -0.006
H 1.0508 -3.9192 0.0370 0.000
H 2.5169 -1.7120 -0.2848 0.014
C -1.9223 -0.4316 2.2710 0.039
C -1.8056 -1.7897 2.7334 0.022
C -2.1134 -2.6654 1.6249 -0.023
H -1.5900 -2.0817 3.7526 -0.001
C -2.4697 -1.8494 0.5018 0.041
C -2.3500 -0.4729 0.8962 0.099
H -2.6125 0.3705 0.2887 0.033
H -1.7946 0.4470 2.8616 0.010
H -2.1643 -3.7486 1.6447 -0.007
H -2.8431 -2.1998 -0.4567 0.014
Re -0.4161 -1.4847 1.2192 1.565
N 1.0730 5.0507 3.1954 0.432
C 0.7798 3.9341 2.4632 0.117
C 1.8148 3.0540 2.0847 0.194
C 1.4630 1.8689 1.4439 -0.100
N 0.1966 1.4645 1.2494 0.314
C -0.7807 2.3672 1.4664 -0.101
C -0.5358 3.6021 2.0599 0.184
H 2.0028 5.2712 3.4977 -0.017
H 0.3500 5.6915 3.5140 -0.018
H 2.8454 3.2681 2.3374 -0.002
H 2.2540 1.2131 1.0957 -0.005
H -1.7892 2.0556 1.1714 -0.007
H -1.3402 4.2899 2.2862 -0.001